No. 1
Density functional theory data (wB97M-V/def2-TZVPD) for 4 unconnected molecules or ions with the total composition C20H47BF4NO4S.

```
78
Properties=species:S:1:pos:R:3:forces:R:3:mulliken_charge:R:1
C 3.31290 -3.13398 -3.86371 -0.1 0.2 0.0 -0.62
C 3.54221 -2.03737 -4.92352 0.1 -0.4 -0.4 -0.71
C 2.26665 -1.32867 -5.40478 -0.2 0.2 0.5 -0.16
C 2.02229 0.00712 -4.68754 0.0 -0.1 -0.2 -0.74
C 0.63725 0.65124 -4.94983 0.5 0.1 0.1 -0.58
C -0.29801 0.64085 -3.73474 -0.2 0.5 -0.2 -0.74
S -1.77541 -0.44414 -3.65522 0.4 0.1 0.4 -0.03
B -1.19837 -2.02571 -2.65157 -0.2 -0.9 0.1 0.57
N 0.15160 -2.26583 -2.28891 -0.1 0.9 -0.2 0.04
O -2.28925 -2.74124 -2.32568 0.4 0.4 0.0 -0.52
C -2.33197 -0.96288 -5.34270 0.0 -0.2 0.0 0.62
F -2.30023 0.11503 -6.10923 0.0 0.3 -0.3 -0.24
F -3.59844 -1.32106 -5.13531 -0.4 -0.2 0.1 -0.23
C -1.62642 -2.15323 -6.04189 0.1 0.3 0.2 0.17
F -1.08280 -2.93771 -5.07160 0.0 -0.1 -0.3 -0.21
F -0.64880 -1.69244 -6.83409 0.0 -0.2 0.1 -0.21
H 3.54584 -2.79343 -2.85088 0.0 0.0 -0.1 -0.15
H 2.27223 -3.47417 -3.86068 0.1 0.0 0.0 0.29
H 3.92305 -4.01596 -4.07284 0.0 0.1 0.1 0.39
H 4.26545 -1.30402 -4.55411 -0.1 0.0 -0.1 0.41
H 4.01402 -2.50779 -5.79231 0.0 0.1 0.1 0.33
H 1.40972 -1.98793 -5.21250 0.1 0.0 -0.2 -0.07
H 2.29738 -1.13777 -6.48086 0.0 -0.1 0.1 0.45
H 2.78530 0.71298 -5.02741 0.0 -0.1 0.2 0.46
H 2.17917 -0.12842 -3.60930 0.0 0.1 -0.1 0.21
H 0.19029 0.22823 -5.84631 -0.1 0.0 0.1 0.40
H 0.80301 1.70881 -5.17645 -0.1 -0.1 0.0 0.39
H 0.24840 0.40797 -2.81530 -0.2 -0.1 -0.1 0.31
H -0.76119 1.61962 -3.58574 0.1 -0.1 0.0 0.67
H 0.84325 -2.02416 -2.99329 0.0 -0.1 0.0 -0.14
H 0.46557 -1.82149 -1.42555 0.1 -0.6 0.2 0.04
H -2.06301 -3.56163 -1.86327 -0.1 0.0 0.0 0.37
H -2.36515 -2.70910 -6.62644 0.2 -0.1 0.1 0.33
C 2.09832 0.15894 1.57601 0.1 0.0 -0.1 -0.96
C 1.79685 -1.30327 1.30140 0.0 0.0 0.1 -0.25
O 2.51692 -1.85608 0.20773 -0.2 0.1 -0.2 -0.38
C 3.93423 -1.84434 0.32856 0.1 0.0 0.0 -0.23
C 4.46001 -2.61265 1.52624 -0.1 0.0 0.0 -1.21
H 1.90353 0.76838 0.69188 0.0 0.0 0.0 0.21
H 1.46538 0.52029 2.38675 0.0 0.0 0.0 0.27
H 3.13571 0.31375 1.87300 0.0 0.0 0.0 0.38
H 0.74353 -1.41443 1.03098 0.0 0.0 0.0 0.25
H 1.95173 -1.90406 2.20285 0.0 0.0 0.0 0.32
H 4.30867 -0.81511 0.33653 0.0 0.0 0.0 0.33
H 4.29428 -2.30587 -0.59148 0.0 0.0 0.0 0.20
H 4.13964 -2.17304 2.47120 0.0 0.0 0.0 0.28
H 5.54975 -2.60879 1.51525 0.0 0.0 0.0 0.41
H 4.11643 -3.64721 1.49979 0.0 0.0 0.0 0.31
C -1.67149 1.50104 2.68819 0.0 -0.1 0.0 -0.51
C -1.43911 2.51059 1.58102 0.0 0.1 0.1 -0.46
O -1.08428 1.92756 0.32975 0.1 0.0 -0.1 -0.41
C -2.02806 1.04562 -0.22907 0.0 -0.1 0.0 0.51
C -3.38058 1.66047 -0.54348 0.0 0.1 0.0 -1.38
H -0.78923 0.87428 2.82947 0.0 0.0 0.0 0.04
H -1.88016 2.01430 3.62743 0.0 0.0 0.0 0.21
H -2.51990 0.84679 2.48098 0.0 0.0 0.0 0.28
H -0.59579 3.15281 1.83143 0.0 0.0 0.0 0.35
H -2.30985 3.16342 1.46234 0.0 0.0 0.0 0.33
H -2.14964 0.15150 0.39599 0.0 0.0 0.0 0.26
H -1.55913 0.71557 -1.16207 0.0 -0.1 0.0 -0.40
H -3.89470 1.98733 0.35957 0.0 0.0 0.0 0.38
H -4.02082 0.92860 -1.03882 0.0 0.0 0.0 0.42
H -3.26637 2.52650 -1.19727 0.0 0.0 0.0 0.35
C -1.49369 1.57042 8.87163 -0.1 0.0 0.0 -1.07
C -1.18336 1.83898 7.40988 0.1 0.0 0.0 -0.32
O -2.32583 1.88091 6.57055 0.0 0.0 -0.1 -0.40
C -3.29081 2.87123 6.88454 -0.1 0.0 0.0 -0.36
C -2.76561 4.29515 6.82461 0.1 0.0 0.0 -1.02
H -2.04635 0.63661 8.98038 0.0 0.0 0.0 0.30
H -0.56530 1.49218 9.43784 0.0 0.0 0.0 0.39
H -2.08614 2.36850 9.31999 0.0 0.0 0.0 0.27
H -0.57519 1.02774 7.00845 0.0 0.0 0.0 0.31
H -0.59548 2.75822 7.30661 0.0 0.0 0.0 0.32
H -3.74301 2.67210 7.86202 0.0 0.0 0.0 0.35
H -4.07742 2.73752 6.14125 0.0 0.0 0.0 0.34
H -1.98891 4.47919 7.56740 0.0 0.0 0.0 0.28
H -3.57748 4.99690 7.01675 0.0 0.0 0.0 0.39
H -2.34777 4.50971 5.83954 0.0 0.0 0.0 0.25
```
Positions in Å, forces in eV/Å.

Properties
**Total charge**: +1
**F_max**: 0.98 eV Å⁻¹
**E_tot**: -1968.22917 a.u.
**LUMO energy**: -3.2 eV



No. 2
Density functional theory data (wB97M-V/def2-TZVPD) for 4 unconnected molecules or ions with the total composition C20H47BN3O4 at a distorted geometry.

```
75
Properties=species:S:1:pos:R:3:forces:R:3:mulliken_charge:R:1
C 0.03379 -3.07133 -3.64484 -0.3 5.9 4.2 -0.67
C -0.12702 -1.90312 -3.03464 1.3 -5.5 -2.5 -0.88
C 0.01479 -0.49480 -2.21864 1.0 -3.1 -1.2 1.25
B 0.70426 -0.85780 -0.74854 1.2 -1.9 0.9 0.33
O 1.47245 -2.11425 -0.71417 -2.3 1.9 0.5 -0.65
N 0.58766 0.04174 0.45143 0.3 -1.5 -1.0 0.02
C -0.37401 -0.48984 1.47641 -1.0 0.1 1.1 -0.62
C 1.93918 0.32687 1.03947 1.0 1.0 -0.5 -0.94
C 1.00033 0.44896 -3.09090 0.4 0.5 0.4 -0.80
N 0.71151 1.90140 -2.89081 -1.4 -1.0 -0.2 -0.39
C -0.68327 2.22387 -3.33048 -0.4 0.7 -0.1 -0.61
C -1.80759 1.12292 -2.95630 -1.8 2.0 -1.1 -0.38
N -1.37177 0.04894 -1.99899 -1.3 -0.2 0.0 0.06
H 0.31760 -4.17204 -3.86688 -0.9 2.6 0.2 0.39
H 0.85069 -2.87523 -0.57527 1.0 0.8 -0.4 0.31
H 0.15709 -1.01193 2.38526 -0.9 1.0 -1.8 -0.15
H -1.12627 -1.27610 1.06040 1.3 1.3 0.5 0.34
H -1.00923 0.40595 1.87705 1.1 -1.7 -0.5 0.34
H 2.65343 0.64429 0.17006 -1.2 -0.5 1.5 0.34
H 2.44700 -0.57488 1.54570 -1.0 1.3 -0.5 0.22
H 1.83339 1.25648 1.71682 0.4 -1.7 -0.8 0.31
H 2.07956 0.25665 -2.69953 -1.9 0.1 -1.0 0.35
H 0.88849 0.16813 -4.21633 0.3 0.6 2.1 0.33
H 0.81352 2.20449 -1.90848 0.1 -0.5 -0.7 0.40
H -0.76258 2.39373 -4.48166 0.4 -0.4 2.1 0.26
H -0.97208 3.21973 -2.81528 0.5 -1.7 -1.0 0.34
H -2.68628 1.71049 -2.45792 1.5 -1.3 -0.8 0.35
H -2.25656 0.64143 -3.90608 1.0 0.5 1.6 0.17
H -1.55540 0.35090 -1.00841 0.8 -0.1 -0.9 0.44
H -2.02769 -0.75921 -2.14582 0.7 0.8 0.2 0.48
C 2.91856 5.63676 5.04696 0.0 -0.1 0.2 -1.06
C 2.41720 4.81994 3.86894 0.1 0.1 0.1 -0.29
O 2.97484 3.51254 3.81130 0.0 -0.1 -0.2 -0.43
C 2.69715 2.65415 4.91136 0.0 0.0 -0.1 -0.37
C 1.21812 2.36259 5.08867 -0.2 0.2 0.1 -0.89
H 4.01159 5.63723 5.08065 -0.1 0.0 -0.1 0.29
H 2.56655 6.66896 4.97332 0.0 -0.1 0.0 0.39
H 2.56214 5.22956 5.99705 0.0 0.1 0.0 0.26
H 2.71333 5.32262 2.94364 0.0 -0.3 0.0 0.32
H 1.32354 4.76922 3.85928 0.0 0.0 0.1 0.29
H 3.13502 3.05715 5.83007 -0.1 0.0 0.0 0.37
H 3.21577 1.71273 4.70719 0.1 0.2 -0.1 0.29
H 0.66932 3.25705 5.39452 0.0 -0.1 0.0 0.34
H 1.06792 1.59943 5.85665 0.0 0.0 -0.1 0.37
H 0.77685 2.01276 4.15045 0.1 -0.1 0.1 0.12
C 1.97524 -3.69939 7.38672 0.2 -0.1 -0.2 -1.03
C 0.77807 -2.97548 6.79580 0.1 0.0 0.2 -0.32
O 1.13471 -1.97919 5.84447 0.0 0.2 -0.2 -0.38
C 1.81843 -2.42910 4.68115 -0.1 0.0 0.1 -0.04
C 1.00570 -3.39714 3.83906 -0.1 -0.2 0.1 -1.16
H 2.70855 -2.98512 7.77141 -0.1 0.0 0.0 0.29
H 1.66019 -4.35621 8.20153 0.0 0.1 -0.1 0.39
H 2.48039 -4.31549 6.63771 0.0 0.0 0.1 0.26
H 0.25005 -2.45755 7.60142 0.0 0.1 -0.2 0.32
H 0.06424 -3.68159 6.35958 0.0 -0.1 0.0 0.29
H 2.78887 -2.85762 4.95126 0.0 -0.1 0.0 0.34
H 2.02841 -1.53730 4.08229 0.0 0.1 0.2 0.02
H 0.85552 -4.34720 4.35780 0.0 0.0 -0.1 0.38
H 1.51822 -3.60828 2.89647 0.0 0.0 0.1 0.35
H 0.01648 -2.98402 3.62025 0.1 0.0 0.0 0.32
C -2.43232 -0.71183 -8.86076 -0.2 0.0 -0.1 -1.13
C -2.54395 -0.95515 -7.36598 0.1 0.0 -0.2 -0.24
O -3.32004 0.02838 -6.69080 0.2 0.1 0.3 -0.39
C -4.68431 0.13756 -7.08040 -0.2 0.0 0.1 -0.31
C -5.48569 -1.12828 -6.83177 0.1 -0.2 -0.1 -1.05
H -2.09674 0.30917 -9.06302 0.0 -0.1 0.1 0.31
H -1.72370 -1.41247 -9.30977 -0.1 0.1 0.1 0.39
H -3.39536 -0.84472 -9.36088 0.1 -0.1 0.0 0.28
H -1.54186 -0.91117 -6.92873 -0.2 0.1 0.1 0.27
H -2.93130 -1.95719 -7.15588 0.0 0.0 -0.1 0.32
H -4.75882 0.45426 -8.12542 0.0 -0.1 0.0 0.30
H -5.11239 0.94549 -6.47979 0.3 0.0 0.0 0.32
H -5.16049 -1.94163 -7.48545 -0.1 0.0 0.0 0.26
H -6.54745 -0.95193 -7.02124 0.1 0.0 0.0 0.40
H -5.36155 -1.46894 -5.79969 -0.1 0.1 -0.1 0.27
```
Positions in Å, forces in eV/Å.

Properties
**Total charge**: +1
**F_max**: 7.29 eV Å⁻¹
**Relative energy (zero: lowest compared OMol25 entry of this formula, charge and spin)**: 2.911 eV
**E_tot**: -1279.88098 a.u.
**LUMO energy**: -3.1 eV



No. 3
Density functional theory data (wB97M-V/def2-TZVPD) for 3 unconnected molecules or ions with the total composition C20H47BNO10.

```
79
Properties=species:S:1:pos:R:3:forces:R:3:mulliken_charge:R:1
C -0.47825 0.90583 4.74565 -0.2 0.0 -0.2 -0.85
C 0.32645 2.17260 4.59531 0.1 0.3 0.4 -0.17
O -0.27848 3.05256 3.59345 0.0 -0.7 -0.4 -0.45
B 0.29831 3.48324 2.48208 -0.1 0.5 -0.1 0.49
O 1.02679 4.60977 2.37797 0.6 -0.3 0.3 -0.49
N -0.02184 2.75341 1.11872 0.1 0.2 -0.2 -0.10
C 0.76521 1.47501 0.88008 0.1 0.0 0.0 -0.41
C -0.15952 0.27482 0.80884 -0.1 -0.1 -0.1 -0.94
C 0.59982 -1.04346 0.63680 -0.2 -0.2 0.0 -0.08
C 1.70881 -1.21280 1.65635 -0.1 -0.3 0.0 0.34
O 1.54933 -0.96459 2.82010 0.1 0.5 0.2 -0.53
O 2.85283 -1.69952 1.15050 -0.1 0.2 -0.6 -0.29
C 4.06083 -0.91351 1.30166 0.2 -0.2 0.5 -0.01
C 5.19018 -1.80300 1.76511 0.0 0.0 -0.1 -1.34
H -0.24565 0.17577 3.96985 0.0 0.0 0.1 0.01
H -1.54148 1.14941 4.69626 0.0 0.0 0.1 0.31
H -0.27259 0.44877 5.71419 0.0 0.0 -0.1 0.40
H 0.33822 2.74567 5.52151 -0.1 0.0 -0.1 0.38
H 1.36747 1.97764 4.32371 -0.1 0.0 -0.1 0.28
H 1.71703 4.70119 1.71251 -0.3 0.2 -0.2 0.35
H -1.02274 2.54659 1.07378 0.1 -0.1 0.1 0.41
H 0.15307 3.41008 0.35138 -0.2 0.0 0.0 0.29
H 1.49302 1.36617 1.68783 -0.1 0.0 0.0 0.26
H 1.31314 1.60448 -0.05396 0.0 0.0 0.0 0.24
H -0.79264 0.23393 1.69953 0.1 0.0 0.0 0.35
H -0.82193 0.38520 -0.05643 0.0 0.0 0.1 0.56
H -0.11992 -1.84791 0.81730 0.1 0.0 -0.2 -0.04
H 0.98262 -1.16528 -0.37613 0.0 0.0 0.1 0.40
H 4.28218 -0.46965 0.32809 -0.1 0.0 0.0 0.28
H 3.87788 -0.11907 2.03102 0.0 -0.1 0.0 0.28
H 5.31582 -2.64640 1.08479 0.0 0.0 0.0 0.31
H 5.00037 -2.17762 2.77088 0.0 0.0 -0.1 0.32
H 6.12278 -1.23499 1.77095 0.0 0.0 0.0 0.42
C 2.07585 -5.59204 1.23971 0.0 0.0 0.1 -0.69
O 0.74536 -6.05258 1.26574 -0.1 0.0 -0.3 -0.34
C -0.22010 -5.04624 1.47505 0.1 0.0 0.3 0.24
C -1.46937 -5.26051 0.65231 -0.1 0.0 0.1 -0.45
O -1.30312 -5.01113 -0.73226 0.0 0.1 0.0 -0.43
C -0.61089 -5.97836 -1.51033 0.0 0.0 -0.1 -0.33
C -1.40157 -7.23328 -1.80189 0.0 -0.1 -0.1 -0.55
O -1.55479 -8.02778 -0.64380 0.0 0.2 0.1 -0.31
C -2.81707 -8.64405 -0.51790 0.0 -0.1 -0.1 -0.77
H 2.44875 -5.36480 2.24525 0.0 0.0 0.0 0.31
H 2.68580 -6.38540 0.81174 0.0 0.0 0.0 0.32
H 2.17643 -4.69415 0.61797 0.0 0.0 0.0 0.24
H 0.20302 -4.06306 1.22688 0.0 0.0 0.0 -0.48
H -0.50464 -5.03237 2.53683 0.0 0.1 0.0 0.47
H -2.19261 -4.50896 0.98258 0.0 -0.1 0.0 0.46
H -1.89671 -6.24506 0.84826 0.1 0.0 -0.1 0.18
H 0.35806 -6.22874 -1.07387 -0.1 0.0 0.1 0.13
H -0.43493 -5.48609 -2.46981 0.0 0.0 0.0 0.38
H -0.85551 -7.80009 -2.56840 -0.1 0.0 0.0 0.38
H -2.37868 -6.96037 -2.21701 0.0 0.0 0.0 0.34
H -3.62812 -7.93969 -0.73275 0.0 0.0 0.0 0.35
H -2.90986 -8.98559 0.51150 0.0 0.0 0.0 0.24
H -2.91679 -9.50746 -1.18422 0.0 0.0 0.0 0.32
C -1.42203 5.96411 0.15063 0.0 0.1 0.4 -0.69
O -1.08608 5.22180 -0.99911 0.1 -0.2 0.1 -0.31
C -2.08830 4.30872 -1.42357 0.0 0.0 0.0 -0.05
C -2.17139 4.21922 -2.93283 0.0 -0.1 0.0 -0.64
O -2.73306 5.35439 -3.54675 -0.1 0.0 0.0 -0.42
C -1.94550 6.53314 -3.65224 0.0 0.1 0.0 -0.28
C -0.85714 6.46799 -4.69749 0.1 0.1 -0.1 -0.55
O 0.18844 5.59374 -4.30682 -0.2 -0.2 0.1 -0.29
C 0.72358 4.82607 -5.36374 0.1 0.1 0.0 -0.78
H -1.29088 5.37734 1.07215 -0.1 0.0 0.0 0.21
H -0.75859 6.82441 0.21542 0.1 0.0 -0.1 0.25
H -2.45389 6.32497 0.14854 0.0 0.0 -0.2 0.40
H -3.06412 4.59924 -1.02145 0.0 0.0 0.0 0.42
H -1.85219 3.29618 -1.04842 -0.1 0.0 0.0 0.03
H -2.86761 3.40550 -3.15315 0.0 0.0 0.0 0.39
H -1.19856 3.95700 -3.35566 0.0 0.1 0.1 0.22
H -1.53370 6.83354 -2.68669 0.1 -0.1 0.0 0.09
H -2.64804 7.30515 -3.97125 0.0 0.0 0.0 0.39
H -0.45846 7.48212 -4.82919 0.0 0.0 -0.1 0.38
H -1.28809 6.14832 -5.65219 0.0 0.0 0.0 0.35
H -0.06809 4.39427 -5.98471 0.0 0.0 0.0 0.36
H 1.30247 4.01724 -4.91984 0.0 0.0 0.0 0.22
H 1.38559 5.41898 -6.00296 0.0 0.0 0.0 0.32
```
Positions in Å, forces in eV/Å.

Properties
**Total charge**: +1
**F_max**: 0.78 eV Å⁻¹
**E_tot**: -1621.99821 a.u.
**LUMO energy**: -2.9 eV



Number 1: frontier orbital gap 7.95 eV. Number 2: frontier orbital gap 8.31 eV. Number 3: frontier orbital gap 7.85 eV.